# 1
DFT (the ωB97M-V functional and the def2-TZVPD basis) results for C28H30BInN4O9S5 as an isolated structure in a non-equilibrium geometry.

## Properties
- HOMO-LUMO gap: 0.2485 Ha
- Energy relative to the best compared isomer or geometry (same formula, charge and spin): 12.1 kcal/mol
- LUMO energy: 4.239 eV
- Charge: -2

Last column: Mulliken charge in e.
Geometry (Å):
In  1.259  -0.174  -0.028  0.80
C  2.510  -3.076  2.089  -0.81
N  2.003  -2.114  3.060  0.60
C  2.596  -1.776  4.257  -0.36
C  1.753  -0.916  4.869  -0.84
N  0.648  -0.734  4.066  0.40
B  -0.572  0.130  4.579  0.85
N  -1.505  0.561  3.425  0.01
C  -2.867  0.336  3.387  -0.80
C  -3.364  0.933  2.283  -0.35
N  -2.291  1.521  1.637  0.64
C  -2.335  2.323  0.423  -1.12
C  -1.159  1.301  2.354  -0.63
S  0.384  1.888  1.943  -0.23
C  0.807  -1.472  2.950  -0.79
S  -0.220  -1.685  1.583  -0.11
H  3.473  -3.439  2.445  0.25
H  2.631  -2.622  1.109  0.36
H  1.810  -3.903  1.984  0.30
H  3.565  -2.147  4.548  0.40
H  1.848  -0.398  5.809  0.46
H  -1.231  -0.555  5.346  -0.25
H  -0.100  1.109  5.126  -0.22
H  -3.361  -0.257  4.136  0.46
H  -4.363  0.970  1.881  0.53
H  -3.368  2.366  0.079  0.37
H  -1.704  1.891  -0.350  0.27
H  -1.968  3.327  0.636  0.37
O  2.494  -2.056  -1.230  -0.65
S  2.706  -1.154  -2.385  1.21
O  3.868  -1.523  -3.167  -0.83
O  2.695  0.226  -1.889  -0.64
C  1.385  -1.157  -3.583  0.18
C  1.339  -2.275  -4.400  -0.76
C  0.456  -2.336  -5.458  -0.64
C  -0.376  -1.261  -5.715  -0.61
C  -0.347  -0.143  -4.896  -0.47
C  0.524  -0.061  -3.812  0.05
S  0.303  1.494  -2.845  1.60
O  -1.003  1.967  -3.284  -0.82
O  1.401  2.358  -3.180  -0.85
O  0.188  1.172  -1.373  -0.10
H  2.009  -3.098  -4.183  0.43
H  0.404  -3.229  -6.071  0.35
H  -1.081  -1.300  -6.537  0.32
H  -1.018  0.686  -5.065  0.52
C  3.208  0.124  1.098  -1.02
C  3.861  1.433  0.809  0.45
C  4.729  1.610  -0.279  -0.21
C  5.270  2.851  -0.575  -0.75
C  4.985  3.957  0.218  -0.44
C  4.175  3.790  1.334  -0.73
C  3.632  2.546  1.630  -0.09
H  2.933  0.041  2.148  0.28
H  3.800  -0.726  0.756  0.66
H  4.942  0.766  -0.920  0.29
H  5.908  2.960  -1.446  0.36
H  5.376  4.934  -0.038  0.34
H  3.953  4.636  1.975  0.36
H  3.001  2.428  2.504  0.42
C  -6.361  0.842  -0.230  -1.63
C  -5.106  0.054  -0.528  1.02
C  -4.158  0.546  -1.426  -1.15
C  -3.022  -0.189  -1.731  -0.19
C  -2.816  -1.422  -1.122  -0.27
C  -3.735  -1.913  -0.209  -0.53
C  -4.880  -1.177  0.074  -0.50
S  -1.412  -2.409  -1.619  1.33
O  -1.660  -2.677  -3.023  -0.80
O  -1.437  -3.573  -0.760  -0.80
O  -0.212  -1.553  -1.444  0.03
H  -6.183  1.915  -0.341  0.33
H  -6.721  0.652  0.784  0.38
H  -7.165  0.571  -0.922  0.41
H  -4.295  1.518  -1.889  0.43
H  -2.294  0.200  -2.433  0.46
H  -3.535  -2.867  0.267  0.46
H  -5.604  -1.562  0.787  0.27

---

# 2
DFT (the ωB97M-V functional and the def2-TZVPD basis) results for one molecule with the formula C18H29N3O3S.

## Properties
- SMILES: CCCNS(=O)(=O)c1ccc(CCC(=O)N2CCN(CC)CC2)cc1
- HOMO-LUMO gap: 0.3449 Ha
- Energy relative to the best compared isomer or geometry (same formula, charge and spin): 19.3 kcal/mol
- LUMO energy: 0.646 eV

Last column: Mulliken charge in e.
Geometry (Å):
C  -2.331  -0.685  3.162  -0.78
C  -3.616  -0.132  2.559  -0.40
C  -3.871  -0.652  1.144  -0.72
N  -2.831  -0.214  0.233  -0.21
S  -2.665  -1.020  -1.228  1.32
O  -2.689  -0.039  -2.279  -0.68
O  -3.590  -2.114  -1.274  -0.69
C  -1.000  -1.652  -1.109  0.65
C  -0.566  -2.210  0.077  -0.86
C  0.752  -2.613  0.194  -0.43
C  1.633  -2.468  -0.874  0.38
C  3.094  -2.758  -0.688  -1.31
C  3.841  -1.427  -0.468  -0.59
C  3.145  -0.687  0.666  0.86
O  3.031  -1.221  1.756  -0.69
N  2.629  0.542  0.436  0.21
C  2.722  1.386  -0.730  -1.29
C  1.327  1.671  -1.293  0.09
N  0.505  2.299  -0.276  -0.07
C  -0.798  2.701  -0.787  0.13
C  -0.699  3.942  -1.669  -1.58
C  0.402  1.418  0.874  0.41
C  1.794  1.157  1.448  -1.44
C  1.162  -1.952  -2.076  -0.21
C  -0.155  -1.538  -2.195  -0.96
H  -1.479  -0.423  2.539  -0.04
H  -2.172  -0.274  4.156  0.38
H  -2.385  -1.768  3.245  0.31
H  -4.467  -0.414  3.183  0.33
H  -3.567  0.958  2.531  0.29
H  -3.857  -1.742  1.122  0.44
H  -4.862  -0.325  0.803  0.35
H  -2.840  0.782  0.069  0.26
H  -1.254  -2.304  0.900  0.43
H  1.114  -3.012  1.129  0.33
H  3.236  -3.386  0.191  0.33
H  3.508  -3.265  -1.561  0.49
H  4.867  -1.635  -0.160  0.48
H  3.860  -0.864  -1.397  0.15
H  3.347  0.945  -1.502  0.43
H  3.173  2.338  -0.422  0.38
H  1.424  2.353  -2.138  0.54
H  0.875  0.729  -1.649  -0.23
H  -1.286  1.884  -1.346  -0.09
H  -1.419  2.944  0.080  0.36
H  -0.224  3.720  -2.620  0.33
H  -0.124  4.711  -1.160  0.36
H  -1.696  4.323  -1.873  0.48
H  -0.210  1.908  1.636  0.58
H  -0.070  0.455  0.608  -0.49
H  1.742  0.481  2.302  0.49
H  2.243  2.107  1.758  0.32
H  1.832  -1.855  -2.918  0.41
H  -0.536  -1.106  -3.107  0.45

---

# 3
DFT (the ωB97M-V functional and the def2-TZVPD basis) results for a 3-piece molecular cluster, C3H12N2O overall in a non-equilibrium geometry.

## Properties
- SMILES: CNC.N=O.C
- HOMO-LUMO gap: 0.2707 Ha
- Energy relative to the best compared isomer or geometry (same formula, charge and spin): 80.9 kcal/mol
- LUMO energy: -0.919 eV

Last column: Mulliken charge in e.
Geometry (Å):
C  -1.587  -0.877  0.005  -0.83
N  -1.327  0.458  -0.473  -0.22
C  -0.802  0.520  -1.812  -0.82
H  -1.775  -0.849  1.070  0.32
H  -2.479  -1.261  -0.496  0.31
H  -0.771  -1.575  -0.192  0.24
H  -0.778  0.998  0.190  0.24
H  -0.584  1.562  -2.062  0.30
H  0.116  -0.086  -1.955  0.23
H  -1.564  0.148  -2.500  0.30
N  0.392  0.873  2.498  -0.09
O  -0.096  1.727  1.770  -0.24
H  1.354  1.154  2.834  0.25
C  1.977  -0.557  0.223  -1.00
H  1.698  -1.360  -0.449  0.26
H  1.929  0.391  -0.297  0.28
H  2.991  -0.723  0.569  0.33
H  1.305  -0.543  1.077  0.16

---

Q: Among the records above, which one has the highest energy relative to the best compared isomer or geometry (same formula, charge and spin)?
A: C3H12N2O

---

Q: What is the HOMO-LUMO gap in the first record?
A: 0.2485 Ha

---

Q: Which of these has the highest LUMO energy?
A: C28H30BInN4O9S5

---

Q: What is the LUMO energy in the third record?
A: -0.919 eV